Entry 1:
74
Properties=species:S:1:pos:R:3:forces:R:3 method="wB97M-V/def2-TZVPD" total_energy_ha=-3440.14101 e_above_lowest_kj_mol=0.0 orbital_gap_ev="6.2947 / 6.2879" total_charge=-1 e_homo_ev="-3.9890 / -3.9824" e_lumo_ev="2.306 / 2.306" multiplicity=4
Co 0.7144 0.1529 0.2442 -0.305 0.481 -0.630
C -1.7912 -0.7193 -3.3166 0.084 0.188 -0.005
C -2.1181 0.1797 -2.1044 -0.070 -0.162 0.038
C -2.1709 -0.5680 -0.7537 0.090 0.157 -0.109
N -1.4004 0.0854 0.2866 0.160 -0.124 0.040
C -1.9969 0.8030 1.1985 -0.107 -0.157 0.024
C -3.3392 1.2668 1.1064 -0.048 0.086 0.025
C -4.1695 1.7953 2.0804 0.099 -0.148 0.058
C -3.9961 1.8791 3.4550 -0.117 0.056 0.101
C -2.8339 1.5492 4.1576 0.057 0.078 -0.220
C -1.5732 1.2803 3.6768 -0.136 -0.013 0.101
C -1.1017 1.2073 2.3258 0.078 0.272 -0.063
N 0.1348 1.3545 1.9806 -0.184 -0.345 0.112
C 1.1171 1.7838 2.9539 0.119 -0.004 0.006
C 2.4337 2.0962 2.2439 -0.272 -0.002 -0.089
C 2.1918 2.8599 0.9522 -0.069 0.011 0.090
N 1.7924 1.9651 -0.1247 0.089 -0.063 0.135
C 1.6575 2.4777 -1.3171 0.152 -0.062 0.020
C 1.6092 3.8789 -1.5599 0.014 0.127 -0.106
C 1.7390 4.6082 -2.7268 0.051 -0.154 -0.011
C 2.0727 4.1848 -4.0057 0.016 0.070 -0.084
C 2.2316 2.8587 -4.3983 -0.125 0.084 0.118
C 1.9443 1.6928 -3.7219 0.185 0.032 -0.072
C 1.4745 1.4602 -2.3931 -0.072 0.054 -0.043
N 0.9791 0.3276 -1.9863 0.027 -0.321 0.227
C 0.7540 -0.7179 -2.9781 -0.160 0.202 -0.163
C -0.4185 -0.4309 -3.9364 -0.033 -0.133 0.218
H -2.5541 -0.5956 -4.0906 0.003 -0.044 -0.001
H -1.8170 -1.7728 -3.0142 -0.072 0.005 -0.009
H -3.0627 0.7029 -2.2735 0.017 0.031 0.020
H -1.3402 0.9344 -2.0085 -0.082 0.112 -0.048
H -1.7183 -1.5527 -0.8845 0.006 0.014 -0.034
H -3.2080 -0.7202 -0.4323 0.019 -0.028 -0.010
H -3.7520 1.2422 0.1042 0.000 0.011 0.025
H -5.1312 2.1445 1.7141 -0.020 -0.042 -0.017
H -4.8429 2.2193 4.0400 0.001 -0.010 -0.015
H -2.9241 1.5628 5.2401 0.037 0.014 0.016
H -0.8067 1.1057 4.4233 0.006 0.041 -0.016
H 1.2944 1.0106 3.7110 -0.038 0.030 0.014
H 0.7522 2.6791 3.4765 -0.015 -0.006 0.005
H 2.9406 1.1649 2.0034 0.127 -0.018 0.041
H 3.0801 2.6733 2.9077 0.017 -0.029 0.027
H 3.1073 3.3841 0.6511 -0.045 0.062 -0.035
H 1.4267 3.6261 1.1439 0.015 0.017 -0.032
H 1.4263 4.4747 -0.6755 0.020 -0.010 -0.008
H 1.6139 5.6810 -2.6095 0.009 0.005 0.037
H 2.2362 4.9477 -4.7575 0.005 0.002 0.005
H 2.5843 2.7205 -5.4167 -0.009 -0.056 -0.007
H 2.1172 0.7910 -4.2963 -0.072 0.046 -0.008
H 0.5428 -1.6286 -2.4334 0.008 -0.131 0.012
H 1.6620 -0.9022 -3.5660 0.001 -0.017 0.064
H -0.2920 -1.0644 -4.8211 -0.012 0.062 -0.043
H -0.3815 0.6114 -4.2638 0.030 -0.037 -0.066
O 0.4853 -2.1532 -0.4162 0.265 -0.109 0.144
S 0.7204 -3.5352 0.1304 -0.768 0.050 -0.440
C -0.4125 -4.5593 -0.9276 0.357 -0.201 0.242
C -1.3111 -5.3418 0.0149 -0.052 0.039 0.093
C -1.6885 -4.3580 1.1207 -0.026 -0.006 -0.067
C -0.3873 -3.7173 1.5803 0.119 -0.011 -0.025
H 0.2042 -5.1907 -1.5676 -0.038 0.038 -0.036
H -0.9718 -3.8520 -1.5397 0.054 0.112 0.057
H -0.7571 -6.1829 0.4435 -0.052 -0.014 -0.008
H -2.1912 -5.7431 -0.4908 0.046 -0.023 -0.049
H -2.2046 -4.8522 1.9450 -0.002 0.052 0.025
H -2.3534 -3.5873 0.7221 -0.003 -0.030 -0.008
H 0.1456 -4.3386 2.3034 0.011 0.054 0.004
H -0.5047 -2.7078 1.9730 0.084 -0.020 0.035
O 1.5323 -0.8468 1.8542 0.545 0.090 0.640
N 2.0546 -1.9954 1.8951 0.119 -0.409 -0.478
C 3.1017 -2.1936 2.6593 0.022 0.092 0.303
C 3.6763 -1.1856 3.5013 -0.111 0.114 -0.116
N 4.1221 -0.3685 4.1771 0.046 -0.012 0.056
C 3.6780 -3.5016 2.6798 -0.072 0.018 0.033
N 4.1721 -4.5399 2.7310 -0.024 -0.054 -0.038

---

Entry 2:
88
Properties=species:S:1:pos:R:3:forces:R:3 method="wB97M-V/def2-TZVPD" total_energy_ha=-4584.94848 e_above_lowest_kj_mol=0.0 orbital_gap_ev="8.9554 / 8.8805" total_charge=+1 e_homo_ev="-11.0628 / -11.2919" e_lumo_ev="-2.107 / -2.411" multiplicity=5
Cr 0.3439 -1.1511 0.5711 -0.061 -0.041 0.151
F 0.0650 4.8973 -2.4142 -0.002 0.010 -0.013
C 0.8363 4.1145 -1.6807 -0.003 -0.030 -0.007
F 1.8925 4.8005 -1.2539 0.000 0.000 0.001
F 1.2788 3.1036 -2.4520 -0.012 0.010 0.005
S -0.0793 3.4402 -0.2320 -0.013 0.071 0.053
O 0.8533 2.5589 0.4171 0.010 -0.012 -0.010
O -0.5450 4.5931 0.4690 0.006 -0.037 0.010
N -1.3007 2.7034 -0.9077 0.026 -0.060 -0.057
S -1.4880 1.1895 -1.1814 -0.062 0.032 0.042
O -2.6608 0.6575 -0.5568 0.014 -0.026 0.018
O -0.2795 0.3639 -1.0813 0.042 0.017 -0.072
C -1.8610 1.1432 -2.9826 0.016 0.026 0.017
F -2.9320 1.8690 -3.2548 0.000 -0.001 -0.012
F -2.0918 -0.1279 -3.3233 0.002 -0.001 -0.015
F -0.8262 1.5936 -3.6858 -0.011 0.004 0.002
N 1.0434 -2.8396 -0.4357 0.049 0.023 0.017
C 1.5882 -3.8129 -0.7424 -0.013 0.011 -0.071
N 2.2045 -4.9022 -1.0938 -0.002 -0.011 0.014
C 2.9906 -4.9739 -2.3373 0.009 0.006 -0.004
C 2.3519 -5.9982 -3.2601 0.001 0.002 -0.002
O 2.2092 -7.2394 -2.5996 -0.001 -0.004 0.008
C 1.3412 -7.1417 -1.4874 0.000 0.000 -0.003
C 1.9124 -6.1938 -0.4467 -0.006 0.003 -0.005
H 4.0054 -5.2809 -2.0779 0.000 -0.001 0.001
H 3.0230 -3.9873 -2.7962 0.001 0.000 0.002
H 2.9848 -6.1689 -4.1290 -0.001 0.000 0.000
H 1.3730 -5.6364 -3.6010 0.000 -0.001 0.000
H 1.2406 -8.1424 -1.0716 0.001 -0.001 0.001
H 0.3521 -6.7918 -1.8107 -0.001 -0.001 0.002
H 2.8481 -6.5892 -0.0478 0.000 -0.001 0.000
H 1.2164 -6.0317 0.3742 0.001 0.001 0.001
C 4.4448 -1.1030 3.6216 0.018 0.002 0.001
N 4.0216 -0.5742 2.3265 -0.021 -0.002 0.008
C 4.8024 0.2662 1.6017 0.008 -0.019 -0.008
C 4.4026 0.7689 0.4173 -0.007 0.005 -0.003
C 3.1020 0.4063 -0.0466 -0.008 -0.010 -0.019
N 2.3265 -0.3953 0.6820 0.030 -0.017 0.054
C 2.7608 -0.9219 1.8685 0.003 0.026 -0.006
O 2.0415 -1.6831 2.5056 -0.004 -0.015 -0.004
N 2.6544 0.8280 -1.2267 -0.014 0.002 0.015
H 5.5195 -0.9736 3.7154 0.000 0.010 0.010
H 4.1916 -2.1574 3.6794 0.011 -0.002 -0.010
H 3.9371 -0.5793 4.4299 -0.008 -0.004 -0.002
H 5.7660 0.5022 2.0318 0.000 -0.001 0.002
H 5.0342 1.4322 -0.1517 0.002 0.001 0.001
H 3.1525 1.5623 -1.6999 -0.002 -0.001 0.001
H 1.6593 0.7634 -1.4092 0.001 0.002 0.000
N -0.2697 0.2088 2.0721 0.017 0.050 -0.061
C -0.6036 0.9667 2.8648 0.000 0.027 -0.019
C -1.0807 1.8796 3.8577 0.015 -0.049 0.022
C -1.6247 1.3564 5.0325 -0.004 0.008 0.016
C -2.1418 2.2241 5.9764 0.005 0.005 -0.006
C -2.1155 3.5946 5.7452 -0.001 -0.010 0.001
C -1.5712 4.1051 4.5743 0.008 0.006 -0.006
C -1.0470 3.2520 3.6178 -0.012 0.033 0.000
H -1.6445 0.2866 5.1947 0.003 -0.001 -0.009
H -2.5683 1.8324 6.8897 0.000 0.003 0.002
H -2.5246 4.2698 6.4851 0.000 0.000 0.000
H -1.5568 5.1719 4.3988 -0.002 0.000 0.003
H -0.6338 3.6447 2.6991 0.008 -0.015 -0.023
C -4.2910 1.6492 2.0867 -0.003 0.011 0.005
C -5.1957 0.5357 1.5851 -0.002 -0.007 0.008
N -5.3670 -0.5483 2.5520 -0.009 -0.010 -0.021
C -6.1918 -0.3005 3.7360 0.007 0.003 0.005
C -5.3671 -0.0877 4.9983 -0.006 -0.007 0.001
C -4.8037 -1.7696 2.4418 0.046 0.022 0.023
O -4.9727 -2.6697 3.2490 -0.009 -0.009 -0.004
C -3.8758 -2.0007 1.2761 -0.048 -0.013 -0.025
C -4.3053 -2.5126 0.0618 0.017 0.001 0.000
C -3.3716 -2.7351 -0.9366 -0.006 0.004 0.000
C -2.0475 -2.4309 -0.6922 -0.013 -0.002 0.019
N -1.6227 -1.9493 0.4832 -0.005 -0.024 -0.050
C -2.5277 -1.7530 1.4461 0.018 0.017 0.014
H -4.1775 2.4154 1.3195 -0.002 -0.002 -0.004
H -3.3000 1.2529 2.3117 -0.002 -0.004 -0.005
H -4.6877 2.1195 2.9878 0.001 0.000 -0.001
H -4.7869 0.1307 0.6632 0.001 -0.001 -0.003
H -6.1875 0.9285 1.3499 -0.003 0.001 0.000
H -6.8568 -1.1534 3.8705 -0.002 0.000 0.001
H -6.8043 0.5756 3.5207 0.000 -0.001 -0.001
H -4.7713 -0.9755 5.2089 -0.001 0.005 0.000
H -6.0258 0.0878 5.8495 0.000 0.005 0.001
H -4.7032 0.7718 4.8957 -0.002 -0.002 0.002
H -5.3543 -2.7250 -0.1019 -0.001 0.001 0.001
H -3.6640 -3.1197 -1.9031 0.000 -0.002 0.001
H -1.2948 -2.5584 -1.4584 -0.004 0.002 0.000
H -2.1598 -1.3690 2.3874 -0.004 -0.006 0.003

---

Entry 3:
86
Properties=species:S:1:pos:R:3:forces:R:3 method="wB97M-V/def2-TZVPD" total_energy_ha=-3465.01472 smiles="CCSC[C@@H]1C[N@H+](C(=O)[O-])[C@@H](CN)[C@@H](COC)N1S(=O)(=O)F.O=C1C=C(O)C(=O)C=C1O.O=C1C=C(O)C(=O)C=C1O.O=C1C=C(O)C(=O)C=C1O" orbital_gap_ev=7.3821 e_homo_ev=-9.0705 e_lumo_ev=-1.688
C 5.9711 -3.5367 -0.0559 -0.202 0.544 0.029
C 4.4677 -3.3566 -0.1985 -0.425 -0.010 0.238
S 3.8373 -4.3186 -1.5966 0.093 -0.172 -0.483
C 2.0959 -4.5139 -1.1478 0.096 0.128 0.677
C 1.3347 -3.2075 -0.8189 -0.263 -1.183 0.395
C 0.4835 -3.4933 0.4210 1.004 0.717 -0.402
N -0.0639 -2.1945 0.9000 -0.477 -0.817 -0.875
C -0.8331 -2.4893 2.2523 -0.081 0.289 1.958
O -0.3959 -1.8640 3.1993 0.736 0.723 -0.238
O -1.7069 -3.2961 2.1063 -0.936 -0.990 -0.905
C -1.0367 -1.7487 -0.1305 -0.092 -0.030 -0.576
C -1.9126 -0.5921 0.3536 -0.235 0.141 0.094
N -1.2014 0.3866 1.1711 0.447 -0.027 -0.230
C -0.3798 -1.5185 -1.5046 -0.115 0.230 0.455
C 0.3590 -0.1758 -1.6453 0.331 0.372 -0.560
O 1.7601 -0.3209 -1.4660 -0.225 -0.192 0.483
C 2.3212 0.5602 -0.5070 0.556 -0.224 -0.252
N 0.4065 -2.7390 -1.8762 1.147 0.947 0.126
S 0.9936 -2.7097 -3.4139 -1.720 -0.462 -1.378
O 0.1951 -1.7856 -4.1451 0.227 0.313 0.246
O 1.0826 -4.0295 -3.9300 0.835 0.250 1.148
F 2.4304 -2.1380 -3.3810 0.067 0.036 0.325
H 6.3195 -2.8739 0.7385 0.064 -0.112 0.058
H 6.4622 -3.2003 -0.9695 0.128 -0.269 -0.029
H 6.2391 -4.5606 0.1905 0.043 -0.032 -0.140
H 3.9446 -3.6696 0.7112 0.095 -0.128 -0.006
H 4.2195 -2.3027 -0.3458 0.132 0.013 -0.057
H 1.5908 -5.1265 -1.8886 0.100 0.120 -0.177
H 2.1138 -5.1002 -0.2258 -0.106 -0.047 -0.035
H 2.0669 -2.4585 -0.5144 -0.097 0.281 -0.438
H 1.1464 -3.8849 1.1901 -0.198 -0.077 0.150
H -0.3344 -4.1706 0.2017 -0.079 -0.015 0.234
H 0.6959 -1.5303 1.0432 -0.165 0.162 0.180
H -1.7024 -2.5992 -0.2780 0.053 -0.083 0.275
H -2.7797 -1.0032 0.8785 0.113 -0.168 0.048
H -2.3243 -0.1049 -0.5339 0.123 0.108 0.012
H -1.7399 1.2379 1.2524 -0.152 -0.083 0.157
H -1.0018 0.0301 2.1024 -0.324 0.001 0.093
H -1.2269 -1.4888 -2.1892 0.069 0.012 -0.073
H 0.1851 0.1980 -2.6566 0.072 -0.072 -0.036
H -0.0266 0.5859 -0.9666 -0.165 -0.242 0.186
H 1.7446 0.6023 0.4183 -0.158 0.161 -0.091
H 3.3132 0.1722 -0.2657 -0.020 -0.024 -0.040
H 2.4664 1.5504 -0.9442 -0.232 0.147 0.226
O -0.7299 2.1013 3.6704 0.013 -0.031 -0.157
C -0.1098 3.1481 3.7151 -0.052 0.098 0.242
C -0.1384 4.0623 4.8384 -0.102 -0.082 0.034
C 0.5661 5.2008 4.7772 -0.177 -0.165 0.144
O 0.5904 6.0874 5.7621 0.151 0.164 -0.078
C 1.3918 5.5707 3.5708 0.075 -0.102 -0.253
O 1.9817 6.6342 3.6008 -0.032 0.063 0.168
C 1.4380 4.6445 2.4563 0.048 0.087 -0.019
C 0.7377 3.5029 2.5173 0.173 0.084 -0.143
O 0.7244 2.6004 1.5458 -0.119 0.012 0.306
H -0.7349 3.7931 5.6996 0.019 0.028 0.020
H 1.1697 6.8149 5.4599 0.031 -0.009 -0.029
H 2.0453 4.9102 1.6027 -0.012 -0.016 -0.014
H 0.1429 1.8663 1.8518 0.155 0.046 -0.308
O -2.8949 -4.7321 -9.0407 0.014 0.027 -0.182
C -1.7143 -4.7132 -8.7371 -0.022 -0.062 0.272
C -1.2084 -4.9805 -7.4112 -0.090 -0.004 0.002
C 0.1142 -4.9180 -7.1797 -0.193 -0.089 0.082
O 0.6529 -5.1463 -5.9982 -0.110 -0.385 -0.828
C 1.0985 -4.5704 -8.2722 -0.003 0.075 -0.272
O 2.2760 -4.5181 -7.9704 -0.004 -0.056 0.170
C 0.5912 -4.3246 -9.6077 0.113 0.010 0.002
C -0.7279 -4.3916 -9.8333 0.192 0.041 -0.109
O -1.2754 -4.1825 -11.0225 -0.109 -0.019 0.059
H -1.9213 -5.2253 -6.6368 0.026 0.003 0.027
H 1.6163 -5.0287 -6.1079 0.027 0.070 0.109
H 1.3039 -4.0927 -10.3863 -0.020 0.010 -0.015
H -2.2385 -4.2918 -10.8942 -0.028 0.003 0.018
O -5.4849 8.0302 4.4723 0.130 0.093 -0.084
C -4.8585 7.3590 5.2716 -0.198 -0.175 0.108
C -5.4459 6.3337 6.1106 -0.074 0.048 -0.066
C -4.6698 5.6591 6.9709 -0.215 0.013 -0.071
O -5.1276 4.7067 7.7699 0.132 0.002 0.041
C -3.1917 5.9356 7.0998 0.169 0.170 -0.134
O -2.5694 5.2846 7.9189 -0.118 -0.138 0.040
C -2.6011 6.9459 6.2454 0.095 -0.018 0.079
C -3.3764 7.6171 5.3828 0.185 -0.034 0.073
O -2.9137 8.5529 4.5652 -0.127 0.001 -0.038
H -6.5054 6.1446 6.0123 0.000 -0.014 0.026
H -4.3585 4.3915 8.2838 0.020 -0.004 0.019
H -1.5394 7.1235 6.3338 0.003 0.000 -0.007
H -3.6856 8.8728 4.0583 -0.026 0.016 -0.003